Formula: C12H21N7O3
Source: OMol25
Level of theory: wB97M-V/def2-TZVPD

Properties
highest occupied orbital energy: -8.84 eV
ΔE to the lowest compared entry with this formula, charge and spin: 0.00 kJ/mol
HOMO-LUMO gap: 9.36 eV

Last column: Mulliken charge in e.
CARTESIAN COORDINATES (ANGSTROEM)
O: 0.62322 -2.81260 -1.62405  -0.5864
O: -0.53379 2.18620 -1.08373  -0.6754
O: 0.13946 -2.37093 0.50026  -0.5199
N: -0.76291 0.08295 -0.22222  -0.2087
N: 4.69007 -0.42942 0.00499  -0.1561
N: -3.26605 -1.15597 0.39584  -0.3103
N: -5.30207 -1.84069 0.85602  -0.0660
N: 3.95265 1.24073 1.57778  -0.7943
N: -2.56242 3.24647 0.41624  -0.7924
N: 5.00438 -0.69610 2.26773  -0.5522
C: 4.17703 0.14912 -1.22183  -1.2090
C: 0.35465 -1.99836 -0.77990  0.2487
C: 2.78453 -0.33976 -1.62935  -0.3146
C: -3.98955 -2.16584 0.81475  -0.5153
C: -4.14617 -0.12142 0.15139  0.2541
C: -2.44186 1.79848 0.33981  0.0812
C: -3.69270 1.21421 -0.36355  -0.9579
C: -1.14755 1.38249 -0.39625  0.0880
C: 1.67450 0.11188 -0.68107  -0.6104
C: -5.41764 -0.53312 0.43858  -0.6353
C: 4.50073 0.13052 1.25872  0.5421
C: 0.30289 -0.49508 -1.03307  0.1087
H: 2.56998 0.02908 -2.64108  0.2558
H: 2.80357 -1.43609 -1.70458  0.3252
H: -2.30304 3.61643 -0.49836  0.3042
H: -2.40074 1.40071 1.36131  0.4947
H: -0.03067 -1.57954 1.03822  0.3807
H: 4.88634 -0.08438 -2.02486  0.3722
H: 3.51829 1.68902 0.77541  0.3222
H: -3.61129 -3.13963 1.09331  0.4688
H: 4.97048 -0.21319 3.15583  0.2663
H: 0.10694 -0.35415 -2.10224  0.4180
H: 1.56232 1.19949 -0.72659  0.5559
H: -1.83530 3.59847 1.03613  0.3103
H: 5.93210 -1.05210 2.07485  0.2525
H: -1.53295 -0.54277 0.04510  0.8016
H: -3.51575 1.15961 -1.44731  0.2755
H: -6.36933 -0.02402 0.38571  0.4145
H: -4.49628 1.94125 -0.21465  0.3921
H: 4.18971 1.23854 -1.11133  0.3967
H: 4.74760 -1.43910 0.01169  0.2716
H: 1.92189 -0.14796 0.35714  0.1150
H: -6.05525 -2.44347 1.14922  0.1875